[1]
The following is a quantum chemistry calculation of the ion C7H11N2S with charge +1, from the OMol25 dataset.

As for the lowest unoccupied orbital energy: -4.0 eV. Its maximum force is 0.0517 hartree/bohr. Its structure (SMILES) is CC1=C[N@@H+](/C=C\S)C(C)=N1. The calculation puts the frontier orbital gap at 9.24 eV. The charge is +1. Its energy above the lowest of the compared OMol25 structures with the same formula, charge and spin is 52.5 kcal per mole.

Element x y z (Å)
C -1.147 1.765 -2.332
C -0.846 1.018 -1.088
C -1.083 -0.289 -0.883
N -0.613 -0.692 0.485
C 0.146 -1.930 0.666
C 1.359 -2.136 0.208
S 2.644 -1.283 -0.588
C 0.054 0.681 0.873
C 0.689 0.806 2.238
N -0.086 1.537 -0.018
H -1.972 2.543 -2.127
H -1.643 1.054 -2.992
H -0.298 2.144 -2.859
H -1.617 -0.995 -1.412
H -1.422 -0.774 1.179
H -0.413 -2.739 1.218
H 1.570 -3.235 0.406
H 2.102 0.067 -0.560
H 0.865 -0.214 2.608
H 0.092 1.393 2.879
H 1.619 1.281 2.098

Charges in e, computed with Mulliken, in the same order as the atoms: -1.074 0.407 -0.428 0.223 -0.487 -0.091 -0.122 0.323 -1.131 -0.335 0.284 0.336 0.322 0.511 0.463 0.258 0.326 0.185 0.312 0.354 0.365

[2]
The following is a quantum chemistry calculation of the ion C5H7O5S with charge -1, from the OMol25 dataset.

As for the lowest unoccupied orbital energy (alpha / beta): 2.3 / 2.3 eV. Its maximum force is 0.1098 hartree/bohr. The calculation puts the frontier orbital gap (alpha / beta) at 7.39 / 7.39 eV. The charge is -1. Its energy above the lowest of the compared OMol25 structures with the same formula, charge and spin is 36.1 kcal per mole.

Element x y z (Å)
C 0.677 1.528 -1.288
C -1.093 0.351 0.167
C -0.312 0.328 3.487
C -0.237 0.245 -0.846
C 0.664 -1.210 -2.482
O 0.419 2.510 -0.563
O 1.264 1.500 -2.342
O -0.915 -1.747 2.072
O 1.229 -0.746 1.476
O -0.112 -0.960 -1.408
S -0.090 -0.559 1.979
H -1.166 1.323 0.596
H -1.848 -0.432 0.377
H 0.011 1.285 3.210
H -1.316 0.318 3.978
H 1.781 -0.858 -2.349
H 0.359 -0.620 -3.457
H 0.685 -2.257 -2.609

Charges in e, computed with Mulliken, in the same order as the atoms: 0.545 -1.268 -0.800 0.655 -0.671 -0.720 -0.651 -0.632 -0.561 -0.342 1.111 0.525 0.451 0.298 0.247 0.268 0.245 0.300

[3]
The following is a quantum chemistry calculation of a structure of composition C19H51N3O6Y, from the OMol25 dataset.

As for the lowest unoccupied orbital energy: -5.6 eV. Its maximum force is 0.0989 hartree/bohr. The calculation puts the frontier orbital gap at 3.90 eV. The charge is +1. Its energy above the lowest of the compared OMol25 structures with the same formula, charge and spin is 424.5 kcal per mole.

Element x y z (Å)
Y -0.093 0.272 1.088
C -3.463 -4.451 2.993
C -3.546 -3.015 3.154
C -3.399 -2.699 4.619
O -2.580 -2.344 2.379
H -3.360 -4.768 1.955
H -4.142 -5.107 3.539
H -2.603 -4.864 3.521
H -4.534 -2.883 2.714
H -4.241 -3.054 5.214
H -3.558 -1.631 4.770
H -2.555 -3.121 5.163
C 3.799 4.277 -1.176
C 2.703 4.636 -0.152
C 1.965 5.855 -0.599
O 1.775 3.582 0.052
H 4.163 5.209 -1.609
H 3.365 3.631 -1.939
H 4.649 3.778 -0.710
H 3.190 4.994 0.755
H 1.384 5.516 -1.458
H 2.668 6.606 -0.960
H 1.196 6.141 0.119
C 0.025 2.076 5.379
O 0.193 0.994 4.501
H 0.920 2.359 5.933
H -0.144 2.906 4.693
H -0.745 1.829 6.109
H 0.357 0.283 5.125
C 5.224 -0.165 1.995
C 4.377 -0.837 0.800
C 5.174 -2.010 0.099
O 4.295 -2.294 -0.981
C 5.097 -3.056 -1.914
N 3.249 -1.329 1.452
H 4.533 0.315 2.687
H 5.945 0.609 1.729
H 5.916 -0.844 2.494
H 4.092 -0.084 0.064
H 5.217 -2.825 0.823
H 6.146 -1.664 -0.250
H 6.012 -3.533 -1.563
H 5.360 -2.512 -2.821
H 4.471 -3.872 -2.273
H 3.406 -1.479 2.439
H 3.278 -2.308 1.203
C -2.451 -2.179 -2.924
C -0.968 -2.782 -2.807
C -0.407 -3.302 -4.099
O -0.369 -2.133 -4.969
C -0.421 -2.417 -6.377
N 0.077 -1.763 -2.427
H -2.600 -1.379 -3.650
H -2.747 -1.861 -1.925
H -3.042 -3.047 -3.214
H -1.071 -3.485 -1.980
H -1.122 -3.957 -4.597
H 0.580 -3.760 -4.051
H -0.011 -1.690 -7.078
H -1.360 -2.783 -6.792
H 0.277 -3.237 -6.550
H 0.319 -1.438 -3.352
H 0.900 -2.347 -2.386
C -5.277 2.987 1.188
C -4.097 2.199 0.679
C -3.436 2.780 -0.604
O -2.372 1.972 -1.094
C -2.022 2.538 -2.397
N -3.024 2.093 1.615
H -4.884 3.990 1.353
H -5.659 2.479 2.074
H -6.011 3.163 0.402
H -4.476 1.235 0.342
H -3.136 3.785 -0.309
H -4.154 2.843 -1.421
H -1.093 2.097 -2.759
H -1.881 3.608 -2.245
H -2.759 2.388 -3.186
H -3.441 1.369 2.182
H -3.043 2.910 2.208

Charges in e, computed with Mulliken, in the same order as the atoms: 1.665 -1.563 0.786 -1.281 -0.696 0.295 0.402 0.364 0.076 0.413 0.269 0.343 -1.162 0.585 -1.302 -0.677 0.376 0.281 0.257 0.175 0.276 0.372 0.316 -0.585 -0.381 0.287 0.192 0.285 0.261 -1.594 0.351 -0.868 -0.290 -0.898 -0.419 0.413 0.387 0.390 0.319 0.353 0.527 0.400 0.311 0.268 0.245 0.225 -1.287 0.377 -0.849 -0.396 -0.884 -0.520 0.263 0.332 0.394 0.404 0.486 0.360 0.283 0.331 0.336 0.314 0.144 -1.476 0.061 -0.925 -0.196 -0.839 -0.340 0.417 0.389 0.381 0.393 0.415 0.400 0.292 0.361 0.303 0.272 0.253

[4]
The following is a quantum chemistry calculation of the molecule CH2N2O3S, from the OMol25 dataset.

As for the lowest unoccupied orbital energy (alpha / beta): -1.4 / -1.4 eV. Its maximum force is 0.0625 hartree/bohr. Its structure (SMILES) is O=S(=O)=N/C=[NH+]\[O-]. The calculation puts the frontier orbital gap (alpha / beta) at 7.62 / 7.61 eV. Its energy above the lowest of the compared OMol25 structures with the same formula, charge and spin is 94.6 kcal per mole.

Element x y z (Å)
O -4.419 -0.532 -0.493
S -3.221 -0.083 0.107
O -3.199 1.080 0.961
N -1.945 -0.757 -0.517
C -0.616 -0.368 -0.439
N 0.362 -1.099 0.024
O 0.307 -2.072 0.851
H -0.285 0.527 -1.107
H 1.340 -0.988 -0.366

Charges in e, computed with Mulliken, in the same order as the atoms: -0.396 0.931 -0.426 -0.224 -0.017 0.161 -0.557 0.265 0.264

[5]
The following is a quantum chemistry calculation of the molecule C6H14, from the OMol25 dataset.

As for the lowest unoccupied orbital energy: 1.0 eV. Its maximum force is 0.0210 hartree/bohr. Its structure (SMILES) is CCC(C)(C)C. The calculation puts the frontier orbital gap at 11.15 eV. Its energy above the lowest of the compared OMol25 structures with the same formula, charge and spin is 26.2 kcal per mole.

Element x y z (Å)
C 2.099 0.017 -0.223
C 0.824 -0.354 0.578
C -0.575 -0.019 -0.020
C -0.445 -1.016 -1.225
C -1.656 -0.293 1.101
C -0.640 1.545 -0.248
H 2.028 1.025 -0.641
H 2.398 -0.651 -1.048
H 2.945 0.016 0.474
H 0.894 -1.436 0.805
H 0.813 0.192 1.503
H 0.458 -1.671 -1.139
H -1.267 -1.719 -1.276
H -0.256 -0.477 -2.150
H -1.814 -1.362 1.257
H -2.664 0.161 1.010
H -1.269 0.119 2.049
H -0.103 1.869 -1.142
H -0.141 2.011 0.619
H -1.628 2.043 -0.284

Charges in e, computed with Mulliken, in the same order as the atoms: -1.163 -1.095 1.729 -1.489 -1.518 -1.492 0.283 0.317 0.364 0.417 0.504 0.303 0.398 0.304 0.377 0.380 0.329 0.334 0.331 0.388

[6]
The following is a quantum chemistry calculation of the ion C5H6N with charge +1, from the OMol25 dataset.

As for the lowest unoccupied orbital energy (alpha / beta): -5.4 / -5.4 eV. Its maximum force is 0.1868 hartree/bohr. Its structure (SMILES) is C#[N+]C(C)=C=C. The calculation puts the frontier orbital gap (alpha / beta) at 8.51 / 8.51 eV. The charge is +1. Its energy above the lowest of the compared OMol25 structures with the same formula, charge and spin is 142.7 kcal per mole.

Element x y z (Å)
C 2.640 1.094 0.601
N 1.765 0.389 0.381
C 0.510 -0.074 0.204
C 0.166 -1.563 0.409
C -0.654 0.953 -0.114
C -1.844 1.727 -0.527
H 3.480 1.593 0.860
H 0.122 -2.239 -0.461
H -0.843 -1.544 0.951
H 0.902 -2.034 1.149
H -1.801 1.633 -1.579
H -2.469 2.010 0.284

Charges in e, computed with Mulliken, in the same order as the atoms: -0.026 0.058 0.467 -0.948 -0.032 -0.536 0.496 0.277 0.311 0.332 0.292 0.308

[7]
The following is a quantum chemistry calculation of a structure of composition C4H7NO, from the OMol25 dataset.

As for the lowest unoccupied orbital energy: 1.0 eV. Its maximum force is 0.0138 hartree/bohr. The calculation puts the frontier orbital gap at 10.54 eV. Its energy above the lowest of the compared OMol25 structures with the same formula, charge and spin is 45.8 kcal per mole.

Element x y z (Å)
C 2.323 0.260 0.632
N 1.176 -0.558 0.340
C -0.015 -0.236 0.518
C -1.241 -0.865 -0.061
C -1.906 0.449 0.375
O -0.666 0.884 1.012
H 2.114 1.210 1.138
H 2.822 0.471 -0.322
H 3.020 -0.332 1.231
H -1.616 -1.769 0.421
H -1.043 -1.042 -1.118
H -2.184 1.142 -0.424
H -2.724 0.356 1.094

Charges in e, computed with Mulliken, in the same order as the atoms: -0.742 -0.458 0.534 -0.374 -0.254 -0.415 0.299 0.262 0.266 0.230 0.192 0.215 0.246

[8]
The following is a quantum chemistry calculation of the molecule C4H7NO2, from the OMol25 dataset.

As for the lowest unoccupied orbital energy: 0.6 eV. Its maximum force is 0.0771 hartree/bohr. Its structure (SMILES) is CC(=O)NCC=O. The calculation puts the frontier orbital gap at 10.30 eV. Its energy above the lowest of the compared OMol25 structures with the same formula, charge and spin is 35.1 kcal per mole.

Element x y z (Å)
C -1.698 0.671 0.988
C -0.863 1.283 -0.124
O -0.991 2.405 -0.673
N 0.136 0.415 -0.679
C 0.617 -0.848 -0.204
C 2.194 -1.007 -0.437
O 2.701 -2.085 -0.222
H -2.310 -0.126 0.390
H -2.383 1.325 1.401
H -1.157 0.076 1.692
H 0.405 0.641 -1.587
H 0.191 -1.675 -0.734
H 0.361 -0.979 0.884
H 2.797 -0.094 -0.696

Charges in e, computed with Mulliken, in the same order as the atoms: -1.073 0.668 -0.621 -0.161 -0.240 -0.033 -0.451 0.273 0.335 0.321 0.213 0.256 0.166 0.347

[9]
The following is a quantum chemistry calculation of a cluster of 2 separate species, C4H14N2Si in total, from the OMol25 dataset.

As for the lowest unoccupied orbital energy: 0.6 eV. Its maximum force is 0.0627 hartree/bohr. Its structure (SMILES) is C=[Si](C)N(C)C.N. The calculation puts the frontier orbital gap at 8.11 eV. Its energy above the lowest of the compared OMol25 structures with the same formula, charge and spin is 69.4 kcal per mole.

Element x y z (Å)
C 0.280 -2.292 -0.734
Si 0.384 -0.948 0.380
C 0.201 -1.092 2.276
N 1.020 0.637 -0.010
C 1.293 0.859 -1.445
C 1.842 1.485 0.898
H -0.509 -3.055 -0.662
H 0.928 -2.268 -1.574
H 0.315 -2.206 2.458
H 0.919 -0.699 2.992
H -0.727 -0.767 2.577
H 2.350 0.400 -1.768
H 0.466 0.440 -2.054
H 1.403 1.976 -1.558
H 1.493 1.338 1.941
H 2.956 1.101 1.060
H 1.697 2.517 0.494
N -3.908 0.495 -1.489
H -3.207 0.999 -0.998
H -4.581 -0.035 -0.881
H -4.613 1.117 -1.902

Charges in e, computed with Mulliken, in the same order as the atoms: -0.858 0.282 -1.226 0.116 -0.917 -0.798 0.242 0.295 0.320 0.396 0.422 0.224 0.339 0.335 0.221 0.242 0.366 -0.651 0.205 0.220 0.225

[10]
The following is a quantum chemistry calculation of a cluster of 2 separate species, C2H5N2O3 in total, from the OMol25 dataset.

As for the lowest unoccupied orbital energy: -5.6 eV. Its maximum force is 0.0891 hartree/bohr. The calculation puts the frontier orbital gap at 9.53 eV. The charge is +1. Its energy above the lowest of the compared OMol25 structures with the same formula, charge and spin is 167.4 kcal per mole.

Element x y z (Å)
C 0.624 0.507 0.031
C 0.115 -0.648 -0.601
N -1.370 0.273 3.884
N 1.267 1.144 0.750
O -1.199 0.477 2.683
O -1.034 0.742 4.915
O -1.902 -1.087 3.845
H 0.400 -1.038 -1.571
H 0.574 -1.478 0.069
H -0.911 -0.739 -0.297
H 1.869 1.961 0.540
H -1.881 -1.701 4.607

Charges in e, computed with Mulliken, in the same order as the atoms: 0.412 -0.740 0.999 -0.067 -0.488 -0.433 -0.453 0.381 0.297 0.331 0.394 0.367